{"formula": "C3H8N2O", "method": "ωB97M-V/def2-TZVPD", "species": ["C", "C", "C", "N", "N", "O", "H", "H", "H", "H", "H", "H", "H", "H"], "coordinates": [[-1.13, 0.92, 0.38], [-0.84, -1.27, -0.23], [1.70, -0.22, 0.11], [-0.12, 1.13, -0.65], [0.58, -0.07, -0.79], [-1.74, -0.32, 0.06], [-0.62, 0.88, 1.49], [-1.84, 1.79, 0.66], [-0.92, -1.80, -1.22], [-0.36, -1.76, 0.63], [1.70, 0.69, 0.72], [1.55, -1.12, 0.73], [2.68, -0.26, -0.39], [-0.64, 1.41, -1.49]], "nbo_charge": [0.045, 0.060, -0.439, -0.470, -0.318, -0.537, 0.147, 0.217, 0.205, 0.158, 0.193, 0.182, 0.196, 0.360], "orbital_gap_ev": 9.782, "e_above_lowest_kj_mol": 442.8}



{"formula": "C3H8N2O", "method": "ωB97M-V/def2-TZVPD", "species": ["C", "N", "C", "O", "H", "H", "H", "H", "H", "C", "N", "H", "H", "H"], "coordinates": [[0.97, 0.83, -0.89], [-0.20, 1.42, -0.53], [-0.45, 1.85, 0.83], [1.91, 0.72, -0.12], [0.97, 0.42, -1.91], [-1.02, 1.23, -1.11], [-0.73, 0.99, 1.45], [-1.26, 2.58, 0.83], [0.46, 2.30, 1.22], [0.25, -2.44, 0.13], [-0.90, -1.93, -0.06], [1.09, -1.79, 0.36], [0.46, -3.50, 0.09], [-1.54, -2.70, -0.28]], "mulliken_spin": [-0.135, 0.641, 0.022, 0.385, -0.002, -0.029, 0.044, 0.013, 0.017, -0.003, 0.033, 0.004, 0.006, 0.004], "spin_multiplicity": 2, "orbital_gap_ev": [10.558, 4.983], "charge": 1, "e_above_lowest_kj_mol": 161.0}



{"formula": "C3H8N2O2", "method": "ωB97M-V/def2-TZVPD", "species": ["C", "C", "N", "C", "N", "H", "H", "H", "H", "H", "H", "O", "H", "H", "O"], "coordinates": [[0.77, -0.11, 2.12], [0.12, -0.73, 1.10], [0.66, -0.29, -0.09], [1.53, 0.63, 0.24], [1.62, 0.80, 1.57], [0.65, -0.21, 3.19], [-0.41, -1.67, 1.06], [1.95, 1.37, -0.42], [1.95, 1.65, 2.04], [0.07, -0.35, -1.86], [-0.37, -0.77, -3.33], [-0.51, -0.13, -2.63], [-3.07, 0.50, -0.62], [-2.12, -0.32, -1.52], [-2.85, -0.40, -0.87]], "mulliken_spin": [1.877, -0.059, -0.388, 2.044, 0.011, -0.816, -0.218, -0.680, -0.853, 0.023, -0.007, 0.057, -0.030, 0.005, 0.034], "spin_multiplicity": 2, "orbital_gap_ev": [2.759, 8.943], "charge": -1, "e_above_lowest_kj_mol": 83.7}



{"formula": "C3H8N2O2", "method": "ωB97M-V/def2-TZVPD", "species": ["C", "C", "O", "N", "C", "N", "O", "H", "H", "H", "H", "H", "H", "H", "H"], "coordinates": [[0.73, -0.48, 0.33], [1.20, 0.95, 0.14], [2.49, 0.81, -0.43], [-0.58, -0.68, 0.90], [-1.67, -0.20, 0.12], [-1.87, -0.89, -1.04], [-2.39, 0.68, 0.53], [1.51, -1.03, 0.89], [0.82, -0.98, -0.64], [1.23, 1.51, 1.07], [0.56, 1.42, -0.61], [2.90, 1.67, -0.57], [-0.73, -0.20, 1.78], [-1.36, -1.75, -1.14], [-2.83, -0.82, -1.34]], "nbo_charge": [-0.242, -0.079, -0.730, -0.660, 0.780, -0.844, -0.628, 0.208, 0.201, 0.164, 0.166, 0.475, 0.385, 0.396, 0.406], "orbital_gap_ev": 10.520, "e_above_lowest_kj_mol": 71.5, "smiles": "NC(=O)NCCO"}



{"formula": "C3H8N2O2", "method": "ωB97M-V/def2-TZVPD", "species": ["N", "C", "O", "N", "C", "C", "O", "H", "H", "H", "H", "H", "H", "H", "H"], "coordinates": [[-1.55, -0.20, 2.63], [-0.94, -0.07, 1.40], [0.24, -0.69, 1.39], [-1.40, 0.52, 0.36], [0.52, -0.01, -2.07], [1.93, 0.17, -1.73], [1.18, -0.90, -1.16], [-0.94, -0.46, 3.38], [-2.22, 0.51, 2.86], [-2.33, 0.90, 0.53], [-0.24, 0.62, -1.58], [0.25, -0.46, -3.01], [2.22, 0.95, -1.03], [2.70, -0.15, -2.43], [0.58, -0.73, 0.47]], "nbo_charge": [-0.838, 0.708, -0.702, -0.832, -0.123, -0.115, -0.529, 0.395, 0.384, 0.340, 0.240, 0.182, 0.188, 0.186, 0.518], "orbital_gap_ev": 10.254, "e_above_lowest_kj_mol": 188.2, "smiles": "[H]/N=C(\\N)O.C1CO1"}



{"formula": "C3H8N2O2", "method": "ωB97M-V/def2-TZVPD", "species": ["C", "C", "N", "C", "O", "O", "N", "H", "H", "H", "H", "H", "H", "H", "H"], "coordinates": [[0.27, 1.48, 1.04], [1.97, -0.15, -0.03], [-2.25, -1.10, -1.22], [0.59, 0.42, 0.03], [-1.86, 0.16, -0.56], [-2.37, -2.11, -0.29], [-0.28, 0.13, -0.84], [-3.22, -2.54, -0.44], [-0.37, -0.72, -1.52], [0.02, 2.43, 0.55], [1.10, 1.65, 1.74], [-0.56, 1.22, 1.69], [2.18, -0.69, 0.89], [2.08, -0.83, -0.87], [2.70, 0.65, -0.14]], "nbo_charge": [-0.683, -0.660, -0.136, 0.352, -0.294, -0.632, -0.283, 0.466, 0.417, 0.253, 0.224, 0.263, 0.242, 0.233, 0.238], "orbital_gap_ev": [7.294, 7.296], "e_above_lowest_kj_mol": 773.6}



{"formula": "C3H8N2O2", "method": "ωB97M-V/def2-TZVPD", "species": ["C", "C", "O", "N", "C", "N", "O", "H", "H", "H", "H", "H", "H", "H", "H"], "coordinates": [[0.39, 0.71, -0.37], [-0.26, 2.09, -0.24], [-0.42, 2.66, -1.54], [-0.42, -0.38, 0.14], [0.23, -1.51, 0.61], [-0.54, -2.64, 0.75], [1.40, -1.49, 0.94], [1.28, 0.68, 0.17], [0.57, 0.58, -1.43], [0.36, 2.75, 0.35], [-1.27, 2.02, 0.17], [0.01, 3.51, -1.63], [-1.31, -0.52, -0.31], [-1.41, -2.79, 0.28], [-0.33, -3.19, 1.56]], "nbo_charge": [-0.254, -0.069, -0.738, -0.628, 0.777, -0.862, -0.645, 0.233, 0.199, 0.173, 0.172, 0.475, 0.377, 0.386, 0.405], "orbital_gap_ev": 10.457, "e_above_lowest_kj_mol": 77.3, "smiles": "NC(=O)NCCO"}



{"formula": "C3H8N2O2", "method": "ωB97M-V/def2-TZVPD", "species": ["C", "C", "C", "N", "N", "O", "O", "H", "H", "H", "H", "H", "H", "H", "H"], "coordinates": [[-0.90, -0.14, -0.51], [0.27, -0.38, -1.17], [1.58, 0.54, 0.73], [-1.43, -1.02, 0.42], [-1.72, 0.93, -0.82], [1.59, -0.60, 1.43], [2.53, 1.02, 0.18], [2.46, -1.02, 1.34], [0.65, 1.11, 1.00], [-0.75, -1.68, 0.79], [-2.01, -0.61, 1.13], [-1.28, 1.65, -1.38], [-2.30, 1.29, -0.08], [0.73, -1.35, -1.11], [0.58, 0.27, -1.96]], "nbo_charge": [0.378, -0.634, 0.659, -0.812, -0.811, -0.714, -0.614, 0.490, 0.104, 0.397, 0.371, 0.392, 0.372, 0.210, 0.212], "orbital_gap_ev": 8.573, "e_above_lowest_kj_mol": 150.0, "smiles": "C=C(N)N.O=CO"}



{"formula": "C3H8N2O2", "method": "ωB97M-V/def2-TZVPD", "species": ["C", "C", "C", "N", "N", "O", "O", "H", "H", "H", "H", "H", "H", "H", "H"], "coordinates": [[1.84, -0.93, -1.47], [-0.10, 1.17, -0.16], [-0.87, -0.94, 0.75], [0.63, -0.88, -1.03], [0.20, -0.21, 0.13], [2.97, 0.01, 0.17], [2.51, -1.29, -2.36], [-0.34, 1.68, 0.77], [0.79, 1.63, -0.58], [-0.95, 1.29, -0.86], [-1.24, -0.37, 1.59], [-1.71, -1.13, 0.06], [-0.49, -1.89, 1.12], [-0.11, -1.23, -1.65], [3.86, -0.22, -0.13]], "nbo_charge": [0.963, -0.423, -0.419, -0.491, -0.214, -0.973, -0.475, 0.215, 0.234, 0.161, 0.221, 0.158, 0.217, 0.393, 0.434], "orbital_gap_ev": 9.228, "e_above_lowest_kj_mol": 449.8}



{"formula": "C3H8N2O2", "method": "ωB97M-V/def2-TZVPD", "species": ["C", "C", "N", "C", "N", "H", "H", "H", "H", "H", "H", "O", "H", "H", "O"], "coordinates": [[0.23, 2.59, -1.51], [0.87, 1.84, -0.56], [0.38, 0.58, -0.72], [-0.53, 0.60, -1.72], [-0.60, 1.81, -2.24], [0.27, 3.67, -1.52], [1.68, 2.07, 0.11], [0.56, -0.22, -0.13], [-1.32, -0.09, -1.97], [-1.46, -2.45, 5.42], [-0.11, -1.68, 5.36], [-1.04, -1.60, 5.52], [1.31, -3.75, -1.28], [0.40, -2.64, -0.70], [0.57, -3.60, -0.69]], "nbo_charge": [-0.095, -0.114, -0.519, 0.130, -0.449, 0.209, 0.219, 0.409, 0.211, 0.473, 0.471, -0.944, 0.474, 0.460, -0.933], "orbital_gap_ev": 9.270, "e_above_lowest_kj_mol": 157.0, "smiles": "c1c[nH]cn1.O.O"}



{"formula": "C3H8N2O2", "method": "ωB97M-V/def2-TZVPD", "species": ["C", "C", "N", "C", "O", "O", "N", "H", "H", "H", "H", "H", "H", "H", "H"], "coordinates": [[1.75, -0.93, -0.58], [-1.29, 0.50, -1.09], [1.12, 0.25, -0.02], [-0.52, 0.30, 0.17], [1.84, 0.73, 1.06], [-2.39, 0.18, 1.36], [-0.74, -0.06, 1.35], [1.36, 0.51, 1.88], [-2.49, 0.56, 2.25], [1.36, -1.12, -1.58], [1.61, -1.81, 0.05], [2.83, -0.75, -0.69], [-1.97, 1.34, -0.95], [-0.61, 0.69, -1.92], [-1.87, -0.39, -1.30]], "nbo_charge": [-0.431, -0.701, -0.184, 0.434, -0.566, -0.660, -0.177, 0.464, 0.469, 0.201, 0.172, 0.220, 0.262, 0.245, 0.252], "orbital_gap_ev": 9.306, "e_above_lowest_kj_mol": 578.0, "smiles": "C/C(=N\\O)N(C)O"}



{"formula": "C3H8N2O2", "method": "ωB97M-V/def2-TZVPD", "species": ["C", "C", "C", "O", "H", "H", "H", "H", "H", "H", "N", "N", "O", "H", "H"], "coordinates": [[-1.49, 1.07, -0.48], [-0.24, -0.73, 0.79], [-0.61, 0.64, 0.62], [0.06, -1.27, 2.02], [0.76, -0.73, 2.42], [-0.85, -1.44, 0.23], [0.02, 1.37, 1.11], [-0.94, 1.08, -1.44], [-1.87, 2.08, -0.31], [-2.35, 0.40, -0.62], [1.12, -0.48, -1.41], [1.17, -0.57, -0.01], [2.17, -0.12, 0.59], [1.15, -1.41, -1.81], [1.91, 0.09, -1.71]], "nbo_charge": [-0.670, 0.191, -0.156, -0.680, 0.490, 0.189, 0.194, 0.232, 0.226, 0.212, -0.678, 0.183, -0.481, 0.371, 0.377], "orbital_gap_ev": [8.720, 8.096], "e_above_lowest_kj_mol": 554.9}



{"formula": "C3H8N2O2", "method": "ωB97M-V/def2-TZVPD", "species": ["C", "C", "C", "H", "H", "H", "H", "H", "H", "H", "H", "N", "N", "O", "O"], "coordinates": [[0.91, -1.63, -0.39], [0.60, -0.36, -1.01], [-0.79, 1.38, 0.18], [-0.91, -1.78, 0.18], [0.13, -1.60, 1.47], [1.71, -1.48, 0.49], [0.94, -2.28, -1.20], [-0.53, -0.22, -1.31], [1.32, -0.04, -1.89], [0.48, 2.53, 1.18], [-1.36, 3.31, 1.02], [-0.14, -2.16, 0.55], [-0.73, 2.53, 0.90], [0.39, 0.78, -0.08], [-2.02, 1.03, -0.08]], "nbo_charge": [-0.283, -0.101, 0.868, 0.344, 0.342, 0.205, 0.214, 0.230, 0.213, 0.392, 0.442, -0.784, -0.838, -0.557, -0.685], "orbital_gap_ev": 10.554, "e_above_lowest_kj_mol": 401.8, "smiles": "NCCOC(N)=O"}



{"formula": "C3H8N2O2", "method": "ωB97M-V/def2-TZVPD", "species": ["C", "C", "C", "N", "N", "O", "O", "H", "H", "H", "H", "H", "H", "H", "H"], "coordinates": [[-0.78, 2.25, -0.10], [-0.13, -0.16, -0.45], [2.16, -0.30, 0.18], [-2.01, -1.69, -0.14], [-0.68, -1.42, -0.29], [-0.93, 0.84, -0.14], [1.16, 0.11, -0.79], [0.21, 2.71, -0.16], [-1.47, 2.89, -0.71], [1.82, 0.25, 1.05], [2.96, 0.18, -0.32], [2.12, -1.36, 0.33], [-2.34, -1.02, -0.83], [-2.45, -1.41, 0.77], [-0.10, -2.24, -0.24]], "mulliken_spin": [0.885, 0.802, 0.093, 0.002, 0.110, 0.120, -0.020, 0.022, 0.026, -0.019, -0.018, 0.004, -0.001, 0.010, -0.015], "spin_multiplicity": 3, "orbital_gap_ev": [5.642, 9.451], "e_above_lowest_kj_mol": 318.1}



{"formula": "C3H8N2O2", "method": "ωB97M-V/def2-TZVPD", "species": ["C", "C", "C", "N", "N", "O", "O", "H", "H", "H", "H", "H", "H", "H", "H"], "coordinates": [[-0.75, -0.64, -1.63], [0.46, 0.06, -0.99], [0.04, 0.73, 0.21], [-0.23, -1.17, 1.70], [0.97, 1.28, 1.06], [0.63, 1.83, 2.08], [2.19, 0.99, 0.81], [-0.25, -1.47, -2.12], [-1.30, -0.96, -0.69], [-1.30, 0.14, -2.21], [0.89, 0.78, -1.61], [1.30, -0.56, -0.73], [-0.98, 1.17, 0.35], [-0.47, -0.64, 2.50], [-1.19, -1.53, 1.28]], "mulliken_spin": [0.018, 0.021, 0.612, 1.063, -0.020, 0.158, 0.136, 0.002, -0.004, 0.000, 0.043, 0.023, 0.012, -0.021, -0.044], "spin_multiplicity": 3, "orbital_gap_ev": [9.595, 7.742], "e_above_lowest_kj_mol": 358.9}



{"formula": "C3H8N2O2", "method": "ωB97M-V/def2-TZVPD", "species": ["C", "C", "N", "C", "N", "H", "H", "H", "H", "H", "H", "O", "H", "H", "O"], "coordinates": [[0.89, 0.29, -0.86], [2.09, -0.06, -0.22], [1.92, -1.12, 0.60], [0.69, -1.50, 0.33], [0.01, -0.70, -0.57], [0.83, 0.86, -1.78], [3.01, 0.48, -0.44], [0.11, -2.28, 0.81], [-0.72, -0.93, -1.23], [-0.88, 1.93, 0.91], [-0.47, 2.76, 2.12], [-1.06, 2.05, 1.83], [-2.57, 0.71, -0.57], [-3.06, -0.68, -0.78], [-2.87, 0.12, -1.28]], "mulliken_spin": [0.394, 0.319, -0.062, 0.319, -0.015, 0.020, 0.010, 0.018, -0.003, -0.001, 0.000, 0.001, 0.000, 0.000, 0.000], "spin_multiplicity": 2, "orbital_gap_ev": [10.524, 6.586], "charge": 1, "e_above_lowest_kj_mol": 149.0}